Computed, not measured: a 11-piece molecular cluster, C32H80F6NO34S12 overall, with ωB97M-V with the def2-TZVPD basis set.

Values from the calculation:
**Energy relative to the best compared isomer or geometry (same formula, charge and spin)**: 191.2 kcal per mole
**Charge**: -1
**Orbital gap**: 8.37 eV
**Total energy**: -9257.3485 hartree

Atoms and positions in Å:
1 S -10.62 1.75 14.67
2 S -13.98 -6.43 22.89
3 S -16.48 3.22 17.15
4 S -16.49 -3.60 29.15
5 S -19.59 -9.79 14.89
6 S -10.20 -4.76 14.12
7 S -15.64 -4.40 8.93
8 S -18.92 -2.59 18.92
9 S -22.52 -1.06 13.28
10 S -22.02 3.62 22.38
11 S -16.93 -2.98 17.42
12 S -13.37 -10.93 17.69
13 F -15.65 -5.06 16.41
14 F -19.20 -4.29 20.95
15 F -15.67 -3.34 15.12
16 F -17.41 -4.59 15.30
17 F -20.95 -2.81 20.61
18 F -20.69 -4.61 19.36
19 O -14.49 -4.82 8.14
20 O -12.86 -12.27 17.34
21 O -15.60 -2.80 28.30
22 O -13.43 -7.78 22.71
23 O -15.04 -6.23 23.89
24 O -9.56 -3.45 13.83
25 O -18.63 -9.75 13.81
26 O -22.90 -1.54 14.60
27 O -16.96 -4.09 8.41
28 O -16.75 -3.46 30.58
29 O -10.54 -4.87 15.78
30 O -18.11 -1.87 19.87
31 O -15.15 -3.18 9.87
32 O -17.99 -3.63 28.37
33 O -19.72 -11.42 15.25
34 O -10.38 1.17 13.33
35 O -15.73 -2.87 18.22
36 O -15.79 2.16 18.24
37 O -23.38 3.36 22.80
38 O -14.52 -10.75 18.62
39 O -16.08 4.58 17.51
40 O -12.78 -5.27 23.12
41 O -23.37 -0.08 12.64
42 O -19.91 -1.82 18.13
43 O -17.36 -1.75 16.77
44 O -22.39 -2.40 12.28
45 O -13.73 -10.23 16.23
46 O -10.93 3.12 14.93
47 O -9.25 1.37 15.47
48 O -20.89 -9.16 14.82
49 O -16.24 2.77 15.75
50 O -11.31 -5.18 13.27
51 O -21.66 3.77 20.97
52 O -21.54 4.99 23.16
53 N -18.06 -3.76 18.09
54 C -18.17 2.97 17.60
55 C -11.94 -3.13 23.42
56 C -17.96 -3.79 26.97
57 C -11.77 0.75 15.65
58 C -18.82 -9.22 16.42
59 C -14.68 -5.83 21.34
60 C -15.87 -5.76 10.19
61 C -22.23 7.23 23.59
62 C -21.26 -4.22 11.38
63 C -15.34 2.68 19.46
64 C -13.28 -9.43 13.95
65 C -16.39 -4.05 15.96
66 C -12.71 -10.01 15.30
67 C -15.53 -1.05 10.97
68 C -20.86 2.47 23.19
69 C -13.09 -4.06 23.77
70 C -16.16 -2.35 10.53
71 C -14.50 1.47 20.04
72 C -21.76 6.27 22.52
73 C -7.58 1.61 17.04
74 C -20.78 -0.41 13.32
75 C -19.19 -3.22 26.26
76 C -16.08 -5.41 28.85
77 C -21.76 -3.59 12.62
78 C -21.79 -12.80 14.84
79 C -9.44 -4.37 16.62
80 C -8.98 2.00 16.73
81 C -8.97 -6.14 13.99
82 C -11.98 -9.88 18.22
83 C -20.06 -3.68 20.06
84 C -10.13 -3.83 17.90
85 C -20.94 -11.95 15.82
86 H -19.45 -2.31 26.81
87 H -23.05 6.75 24.13
88 H -22.50 6.03 21.77
89 H -15.55 -6.39 21.01
90 H -22.38 -12.12 14.22
91 H -15.57 -5.40 27.89
92 H -22.60 8.21 23.30
93 H -11.95 -2.18 23.95
94 H -7.36 2.07 18.00
95 H -9.24 -7.00 14.60
96 H -16.21 -6.72 9.82
97 H -18.76 3.75 17.11
98 H -20.27 -1.13 13.97
99 H -17.01 -2.18 9.88
100 H -11.85 1.25 16.62
101 H -9.68 1.67 17.50
102 H -20.13 -3.71 26.51
103 H -16.16 -0.51 11.67
104 H -16.08 3.01 20.19
105 H -9.08 3.09 16.65
106 H -11.28 -0.22 15.78
107 H -8.05 -5.74 14.43
108 H -17.05 -3.39 26.53
109 H -17.00 -5.97 29.04
110 H -17.98 -8.57 16.18
111 H -12.26 -8.83 18.25
112 H -22.44 -4.31 13.06
113 H -21.16 -13.60 14.44
114 H -11.72 -10.20 19.23
115 H -14.62 3.49 19.33
116 H -15.37 -0.38 10.13
117 H -10.94 -4.47 18.25
118 H -12.04 -2.87 22.37
119 H -15.14 0.58 20.05
120 H -21.34 7.38 24.20
121 H -12.24 -10.96 15.03
122 H -20.80 0.61 13.70
123 H -20.70 -5.10 11.70
124 H -20.75 -12.47 16.76
125 H -20.29 -0.36 12.35
126 H -22.02 -4.54 10.67
127 H -16.56 -5.48 10.99
128 H -18.11 3.17 18.67
129 H -8.79 -3.61 16.18
130 H -11.17 -10.07 17.51
131 H -14.57 -1.31 11.43
132 H -20.93 6.64 21.91
133 H -17.97 -4.87 26.79
134 H -12.75 0.58 15.21
135 H -14.89 -5.82 10.66
136 H -8.77 -5.22 16.77
137 H -19.01 -3.07 25.20
138 H -7.42 0.56 17.28
139 H -20.97 -3.42 13.36
140 H -9.47 -3.61 18.73
141 H -19.87 2.77 22.86
142 H -14.29 1.53 21.11
143 H -22.46 -13.43 15.43
144 H -10.48 -2.83 17.63
145 H -18.36 1.93 17.34
146 H -13.88 -5.86 20.60
147 H -18.39 -10.04 16.98
148 H -13.64 1.08 19.50
149 H -19.53 -8.76 17.12
150 H -13.83 -10.25 13.50
151 H -14.05 -3.70 23.41
152 H -12.48 -9.11 13.29
153 H -13.26 -4.29 24.82
154 H -6.91 1.82 16.21
155 H -21.58 -11.19 16.25
156 H -21.29 1.52 22.86
157 H -20.56 -3.62 10.78
158 H -20.94 2.58 24.27
159 H -15.36 -5.65 29.64
160 H -10.95 -3.54 23.63
161 H -13.95 -8.58 14.08
162 H -8.81 -6.44 12.96
163 H -16.57 -2.84 11.41
164 H -14.92 -4.79 21.55
165 H -11.95 -9.31 15.65